Here is 10 unconnected molecules or ions with the total composition C34H89NO12P from the Open Molecules 2025 dataset. Energies are from ωB97M-V with the def2-TZVPD basis set.

Its gap between HOMO and LUMO is 3.44 eV. As for the total charge: -1. For the total energy, the calculation gives -2647.85041 a.u. The LUMO energy comes out at 0.0603 Eh.

Each line ends with the Mulliken charge.
Atoms and positions in Å:
C (-5.9041, -5.1520, -4.4651)  -1.033
C (-5.8227, -6.5954, -3.9938)  -0.122
O (-4.6491, -6.8647, -3.2325)  -0.378
P (-4.4147, -6.1880, -1.7715)  0.858
O (-3.8439, -4.8454, -1.8754)  -0.753
C (-3.5552, -7.5084, -0.9171)  -0.795
C (-2.0404, -7.3222, -0.6967)  -0.395
C (-1.7545, -7.0167, 0.7927)  -1.014
N (-2.1690, -5.7136, 1.2098)  -0.410
O (-5.9188, -6.1059, -1.1826)  0.091
C (-6.6123, -7.2178, -0.6122)  -0.294
C (-7.8877, -6.6854, -0.0022)  -1.158
H (-6.2687, -4.4948, -3.6756)  0.185
H (-6.5977, -5.0848, -5.3084)  0.438
H (-4.9232, -4.8037, -4.7872)  0.259
H (-5.7793, -7.2748, -4.8476)  0.379
H (-6.7154, -6.8546, -3.4194)  0.103
H (-3.7590, -8.4109, -1.4974)  0.533
H (-3.9943, -7.6479, 0.0733)  0.119
H (-1.6394, -6.5274, -1.3292)  0.286
H (-1.5375, -8.2630, -0.9645)  0.271
H (-2.2536, -7.8341, 1.3597)  0.423
H (-0.6644, -7.1641, 0.9428)  0.087
H (-2.9698, -5.7926, 1.8353)  -0.020
H (-6.0007, -7.6905, 0.1555)  0.245
H (-6.8254, -7.9624, -1.3878)  0.425
H (-8.5675, -6.3033, -0.7639)  0.288
H (-8.3970, -7.4809, 0.5477)  0.387
H (-7.6334, -5.8961, 0.7037)  0.208
C (1.8991, -5.2319, 0.3455)  -0.981
C (2.7219, -6.3537, 0.9526)  0.548
C (4.1757, -5.9514, 1.1537)  -1.262
O (2.6468, -7.5394, 0.1558)  -0.556
H (2.2964, -4.9707, -0.6420)  0.403
H (0.8549, -5.5257, 0.2306)  0.161
H (1.9327, -4.3402, 0.9729)  0.169
H (2.2907, -6.6370, 1.9145)  0.272
H (4.6339, -5.7071, 0.1891)  0.371
H (4.7404, -6.7662, 1.6054)  0.129
H (4.2611, -5.0790, 1.8032)  0.372
H (2.9881, -7.3182, -0.7179)  0.339
C (-5.8699, -2.3474, -0.5055)  -1.053
C (-5.6688, -2.5497, 0.9898)  0.265
C (-4.1973, -2.5082, 1.3584)  -0.947
O (-6.2712, -3.7763, 1.4107)  -0.605
H (-5.3578, -3.1416, -1.0561)  0.100
H (-6.9326, -2.3760, -0.7580)  0.299
H (-5.4573, -1.3890, -0.8278)  0.465
H (-6.2126, -1.7783, 1.5440)  0.291
H (-3.6513, -3.3036, 0.8363)  0.078
H (-4.0606, -2.6641, 2.4293)  0.291
H (-3.7512, -1.5488, 1.0888)  0.415
H (-5.8052, -4.4822, 0.9408)  0.281
C (0.9636, -1.4677, 3.7341)  -1.393
C (-0.4228, -1.7280, 3.1572)  0.490
C (-0.3516, -2.5466, 1.8826)  -0.663
O (-1.1012, -0.4870, 2.9478)  -0.497
H (1.5636, -0.8991, 3.0157)  0.233
H (0.8973, -0.8861, 4.6555)  0.326
H (1.4837, -2.4038, 3.9459)  0.402
H (-1.0255, -2.2599, 3.8962)  0.367
H (0.2146, -1.9974, 1.1202)  0.371
H (-1.3422, -2.7604, 1.4865)  -0.206
H (0.1314, -3.5077, 2.0566)  0.219
H (-0.6006, 0.0029, 2.2824)  0.247
C (6.4514, -9.3367, 3.6351)  -1.251
C (6.9906, -7.9397, 3.3724)  0.527
C (8.3885, -7.7514, 3.9412)  -1.398
O (6.0992, -6.9516, 3.8789)  -0.517
H (6.3815, -9.5168, 4.7121)  0.324
H (5.4549, -9.4455, 3.2080)  0.321
H (7.1020, -10.0997, 3.2045)  0.372
H (7.0121, -7.7600, 2.2954)  0.288
H (8.3744, -7.8871, 5.0268)  0.345
H (8.7539, -6.7463, 3.7307)  0.343
H (9.0882, -8.4740, 3.5183)  0.363
H (6.0346, -7.0622, 4.8343)  0.315
C (-0.4290, 4.3626, 1.1441)  -1.267
C (0.1372, 3.1125, 1.7948)  0.428
C (1.6380, 3.2237, 2.0063)  -1.067
O (-0.1747, 1.9527, 1.0250)  -0.529
H (0.0290, 4.5120, 0.1611)  0.269
H (-1.5054, 4.2626, 1.0018)  0.404
H (-0.2237, 5.2483, 1.7440)  0.272
H (-0.3514, 2.9435, 2.7561)  0.302
H (2.1409, 3.3504, 1.0414)  0.166
H (2.0227, 2.3179, 2.4777)  0.366
H (1.8892, 4.0839, 2.6268)  0.336
H (0.2310, 2.0468, 0.1558)  0.313
C (3.4287, 7.9707, 0.2067)  -1.384
C (2.0027, 7.5142, 0.4703)  0.509
C (1.0540, 8.6856, 0.6554)  -0.932
O (1.9551, 6.6385, 1.5966)  -0.388
H (3.8015, 8.5506, 1.0564)  0.381
H (4.0869, 7.1132, 0.0673)  0.326
H (3.4819, 8.6005, -0.6829)  0.316
H (1.6591, 6.9025, -0.3665)  0.192
H (1.3571, 9.2843, 1.5204)  0.386
H (0.0388, 8.3294, 0.8279)  0.224
H (1.0418, 9.3300, -0.2239)  0.117
H (2.2552, 7.1311, 2.3693)  0.269
C (-1.3081, 11.9891, -1.0341)  -1.301
C (-1.9387, 10.8938, -1.8786)  1.060
C (-3.4266, 11.1248, -2.0859)  -1.450
O (-1.6983, 9.6112, -1.3003)  -0.469
H (-1.7686, 12.0127, -0.0415)  0.380
H (-0.2410, 11.8053, -0.9065)  0.269
H (-1.4386, 12.9679, -1.4969)  0.397
H (-1.4387, 10.8614, -2.8473)  -0.345
H (-3.9472, 11.1234, -1.1236)  0.375
H (-3.8537, 10.3320, -2.6998)  0.343
H (-3.6121, 12.0827, -2.5735)  0.377
H (-2.1195, 9.5908, -0.4334)  0.323
C (1.6257, 9.8820, -4.0526)  -1.124
C (0.4993, 10.3693, -4.9495)  0.604
C (0.7844, 10.1121, -6.4198)  -1.513
O (0.2474, 11.7592, -4.7236)  -0.558
H (2.5539, 10.4096, -4.2919)  0.342
H (1.3858, 10.0722, -3.0058)  0.184
H (1.7988, 8.8127, -4.1800)  0.382
H (-0.4253, 9.8635, -4.6648)  0.294
H (1.6869, 10.6483, -6.7276)  0.355
H (-0.0434, 10.4619, -7.0361)  0.368
H (0.9383, 9.0497, -6.6122)  0.367
H (1.0489, 12.2384, -4.9623)  0.338
C (4.5596, 1.7892, -1.1909)  -0.978
C (5.7414, 1.9689, -0.2534)  0.342
C (5.7737, 0.8983, 0.8252)  -1.039
O (5.7269, 3.2736, 0.3286)  -0.545
H (3.6253, 1.8696, -0.6271)  0.090
H (4.5556, 2.5637, -1.9584)  0.302
H (4.5745, 0.8146, -1.6798)  0.390
H (6.6699, 1.9343, -0.8272)  0.271
H (4.8665, 0.9497, 1.4339)  0.160
H (6.6314, 1.0432, 1.4819)  0.311
H (5.8304, -0.1004, 0.3904)  0.365
H (4.9190, 3.3527, 0.8501)  0.338

Atoms 1-6, force components in eV/Å:
-0.2 0.0 -0.1
0.1 0.2 -0.2
-0.2 -0.3 0.2
0.0 0.0 -0.2
-0.1 0.1 -0.1
0.3 0.0 0.0